[1]
This record from the OMol25 dataset describes C25H38Br2ClF6N2O11PS as an isolated structure in a non-equilibrium geometry. The level of theory is wB97M-V/def2-TZVPD.

Results
DFT total energy in eV: -241076.64480
Orbital gap in eV: 8.39
Energy above the lowest of the compared OMol25 structures with the same formula, charge and spin in kcal/mol: 0.0
2S+1: 1

Last column: Löwdin charge in e.
Positions of all 87 atoms, in Å:
1 C -4.44 0.64 -0.39  -0.07
2 C -3.31 -0.37 -0.32  -0.29
3 N -2.05 0.19 -0.81  0.00
4 C -1.13 -0.44 -1.71  -0.24
5 C -1.71 -1.53 -2.61  -0.26
6 C -3.02 -1.11 -3.31  -0.09
7 C -2.68 -0.62 -4.69  -0.82
8 O -2.56 0.49 -5.01  0.11
9 Cl -2.38 -1.93 -5.84  0.70
10 O -1.91 -2.82 -1.98  -0.19
11 S -1.32 -3.30 -0.59  0.64
12 O -0.85 -4.64 -0.77  -0.25
13 O -2.37 -3.08 0.37  -0.32
14 C 0.06 -2.18 -0.14  -0.36
15 C 1.35 -2.93 0.32  -0.17
16 C 2.67 -2.95 -0.47  -0.13
17 C 3.18 -4.27 -1.14  -0.42
18 C 4.67 -4.43 -0.86  -0.08
19 C 2.44 -5.54 -0.73  -0.07
20 P -0.72 -1.46 1.57  1.00
21 C -0.55 -2.97 2.59  -0.24
22 O 0.62 -0.73 2.22  -0.31
23 C 0.24 -0.99 -1.15  -0.37
24 O 0.95 -0.02 -0.36  -0.16
25 N 0.40 1.26 -0.37  -0.04
26 O 1.00 1.95 0.36  0.06
27 C 1.18 -1.13 -2.43  -0.60
28 Br 1.89 0.58 -2.88  0.86
29 C 1.51 -2.15 -3.23  -0.77
30 C 1.08 -3.58 -3.15  -0.13
31 Br 2.67 -1.89 -4.70  0.79
32 H -5.28 0.30 0.22  0.08
33 H -4.80 0.81 -1.41  0.07
34 H -4.12 1.60 0.03  0.05
35 H -3.20 -0.69 0.72  0.06
36 H -3.58 -1.28 -0.87  0.10
37 H -2.05 1.19 -0.85  0.09
38 H -0.81 0.33 -2.43  0.13
39 H -0.99 -1.71 -3.40  0.11
40 H -3.68 -1.97 -3.38  0.13
41 H -3.51 -0.28 -2.81  0.11
42 H 1.06 -3.94 0.59  0.09
43 H 1.61 -2.47 1.27  0.08
44 H 3.45 -2.66 0.24  0.12
45 H 2.72 -2.15 -1.21  0.09
46 H 3.09 -4.15 -2.22  0.09
47 H 4.84 -4.61 0.21  0.09
48 H 5.07 -5.30 -1.38  0.08
49 H 5.24 -3.54 -1.15  0.08
50 H 3.03 -6.41 -1.00  0.08
51 H 2.27 -5.59 0.35  0.09
52 H 1.46 -5.65 -1.21  0.06
53 H -1.13 -2.78 3.50  0.05
54 H -0.91 -3.86 2.09  0.04
55 H 0.49 -3.13 2.87  0.05
56 H 0.40 0.19 2.40  0.03
57 H 1.08 -3.95 -2.14  0.04
58 H 0.09 -3.72 -3.60  0.10
59 H 1.76 -4.21 -3.72  0.07
60 C -0.91 5.28 -2.05  -0.05
61 C -0.53 4.54 -0.79  -0.20
62 O -1.40 4.89 0.31  0.04
63 C -2.53 4.21 0.38  -0.38
64 O -2.89 3.33 -0.34  0.14
65 C -3.34 4.66 1.61  -0.54
66 F -3.36 5.99 1.73  0.17
67 F -2.79 4.14 2.72  0.17
68 F -4.59 4.22 1.52  0.18
69 H -0.91 6.35 -1.88  0.09
70 H -0.20 5.04 -2.84  0.09
71 H -1.91 4.99 -2.39  0.08
72 H 0.47 4.82 -0.45  0.12
73 H -0.55 3.46 -0.93  0.09
74 C 1.40 4.23 2.55  -0.05
75 C 1.93 3.12 3.44  -0.19
76 O 2.56 3.66 4.62  0.04
77 C 1.75 3.96 5.62  -0.40
78 O 0.56 3.85 5.66  0.17
79 C 2.58 4.48 6.82  -0.55
80 F 3.53 5.34 6.43  0.17
81 F 3.17 3.45 7.43  0.17
82 F 1.79 5.09 7.70  0.18
83 H 2.20 4.92 2.29  0.09
84 H 1.00 3.80 1.64  0.04
85 H 0.61 4.79 3.05  0.09
86 H 2.71 2.56 2.94  0.13
87 H 1.15 2.43 3.74  0.12

[2]
This record from the OMol25 dataset describes a 4-piece molecular cluster, C25H38F2N5O12S overall in a non-equilibrium geometry. The level of theory is wB97M-V/def2-TZVPD.

Results
DFT total energy in eV: -74819.12316
Orbital gap in eV: 8.32
Energy above the lowest of the compared OMol25 structures with the same formula, charge and spin in kcal/mol: 19.8
Charge: +1
2S+1: 1

Last column: Löwdin charge in e.
Positions of all 83 atoms, in Å:
1 C -3.05 -3.98 4.98  0.05
2 C -2.18 -3.40 4.14  -0.15
3 C -2.47 -2.00 3.65  -0.10
4 N -2.83 -1.93 2.22  0.07
5 C -3.70 -2.70 1.58  -0.31
6 N -4.50 -3.71 2.10  0.16
7 C -4.12 -4.87 1.84  -0.74
8 S -3.65 -6.32 1.67  0.90
9 N -3.83 -2.37 0.29  0.25
10 C -2.99 -1.34 0.14  -0.23
11 N -2.86 -0.71 -1.03  0.00
12 F -3.64 -1.22 -2.02  0.07
13 C -2.06 0.44 -1.39  -0.13
14 C -2.53 1.10 -2.69  -0.13
15 C -1.95 0.42 -3.92  -0.19
16 F -0.75 1.02 -4.25  -0.04
17 N -2.32 -1.05 1.28  0.10
18 C -1.32 -0.09 1.67  -0.16
19 O -1.87 0.95 2.42  -0.08
20 C -1.45 2.25 2.00  -0.15
21 C 0.04 2.54 2.26  -0.18
22 O 0.56 3.48 1.36  -0.09
23 C 0.78 2.96 0.07  -0.18
24 C 2.12 2.28 -0.10  -0.22
25 O 3.13 3.19 0.26  -0.12
26 C 4.36 2.92 -0.40  -0.24
27 C 5.03 1.61 0.08  -0.06
28 H -3.58 -3.31 5.65  0.09
29 H -3.27 -5.03 4.99  0.06
30 H -1.26 -3.88 3.84  0.11
31 H -1.63 -1.35 3.88  0.12
32 H -3.32 -1.60 4.20  0.14
33 H -2.21 1.19 -0.61  0.11
34 H -0.99 0.24 -1.42  0.13
35 H -3.61 1.16 -2.74  0.13
36 H -2.16 2.12 -2.64  0.13
37 H -1.77 -0.63 -3.69  0.12
38 H -2.62 0.48 -4.77  0.13
39 H -0.73 0.29 0.84  0.12
40 H -0.62 -0.62 2.32  0.14
41 H -1.69 2.47 0.96  0.11
42 H -2.03 2.95 2.59  0.14
43 H 0.12 3.00 3.25  0.14
44 H 0.64 1.62 2.32  0.12
45 H 0.76 3.80 -0.63  0.14
46 H 0.00 2.27 -0.27  0.09
47 H 2.20 1.33 0.45  0.12
48 H 2.25 2.06 -1.17  0.13
49 H 4.99 3.77 -0.21  0.09
50 H 4.23 2.87 -1.49  0.12
51 H 4.88 0.82 -0.65  0.07
52 H 6.07 1.80 0.25  0.05
53 H 4.54 1.30 1.01  0.08
54 C 0.79 1.69 -7.00  -0.13
55 C 1.37 0.49 -7.69  -0.12
56 O 1.90 1.05 -8.90  0.06
57 C 2.14 2.37 -8.67  -0.56
58 O 2.73 3.08 -9.41  0.18
59 O 1.61 2.76 -7.48  0.06
60 H 0.85 1.63 -5.91  0.11
61 H -0.25 1.89 -7.29  0.13
62 H 2.19 0.03 -7.13  0.13
63 H 0.63 -0.28 -7.92  0.13
64 C -6.43 -6.52 4.55  -0.12
65 C -6.71 -7.97 4.86  -0.11
66 O -5.57 -8.33 5.65  0.07
67 C -5.06 -7.20 6.20  -0.57
68 O -4.21 -7.17 7.03  0.18
69 O -5.65 -6.10 5.67  0.04
70 H -7.34 -5.92 4.47  0.14
71 H -5.84 -6.39 3.64  0.08
72 H -7.61 -8.11 5.46  0.14
73 H -6.78 -8.59 3.97  0.13
74 C 9.57 4.71 -1.06  -0.11
75 C 8.42 5.59 -1.50  -0.11
76 O 7.29 4.94 -0.91  0.06
77 C 7.73 4.21 0.15  -0.56
78 O 7.02 3.69 0.94  0.15
79 O 9.08 4.17 0.17  0.07
80 H 10.49 5.26 -0.90  0.13
81 H 9.76 3.89 -1.75  0.13
82 H 8.49 6.60 -1.10  0.14
83 H 8.32 5.65 -2.58  0.13

[3]
This record from the OMol25 dataset describes C25H38FNO7PtSi4Te as an isolated structure. The level of theory is wB97M-V/def2-TZVPD.

Results
DFT total energy in eV: -87140.23993
Orbital gap in eV: 5.01
Energy above the lowest of the compared OMol25 structures with the same formula, charge and spin in kcal/mol: 7.1
Charge: -2
2S+1: 1

Last column: Löwdin charge in e.
Positions of all 78 atoms, in Å:
1 Pt -0.36 -0.33 -0.89  1.11
2 C 4.28 4.12 2.47  -0.02
3 C 4.63 3.99 0.99  -0.31
4 C 6.13 3.83 0.74  -0.14
5 C 6.63 2.52 1.34  -0.14
6 C 5.78 1.37 0.89  -0.14
7 C 6.26 0.08 0.91  0.04
8 C 5.46 -0.98 0.49  -0.25
9 F 5.99 -2.23 0.55  0.04
10 C 4.19 -0.80 0.03  0.08
11 C 3.68 0.51 -0.02  -0.06
12 C 2.31 0.71 -0.48  -0.37
13 O 1.69 -0.30 -0.87  -0.18
14 C 1.83 2.05 -0.47  -0.05
15 C 2.66 3.03 -0.04  0.03
16 N 3.93 2.86 0.39  0.02
17 C 4.47 1.58 0.42  -0.08
18 C 0.45 2.54 -0.88  -0.61
19 O 0.31 3.76 -1.01  -0.01
20 O -0.48 1.69 -1.07  -0.16
21 H 4.84 4.95 2.92  0.09
22 H 4.50 3.21 3.02  0.05
23 H 3.22 4.32 2.59  0.08
24 H 4.28 4.88 0.46  0.14
25 H 6.66 4.69 1.17  0.11
26 H 6.31 3.83 -0.34  0.12
27 H 6.63 2.58 2.43  0.12
28 H 7.67 2.35 1.05  0.11
29 H 7.27 -0.13 1.26  0.12
30 H 3.56 -1.62 -0.27  0.14
31 H 2.28 4.05 -0.03  0.14
32 O -3.92 -2.02 -1.30  0.04
33 C -2.76 -1.71 -1.12  -0.57
34 O -2.34 -0.49 -0.93  -0.19
35 C -1.63 -2.80 -1.08  -0.58
36 O -1.89 -3.98 -1.22  0.04
37 O -0.43 -2.33 -0.89  -0.21
38 C -2.13 2.27 4.74  -0.22
39 Si -0.37 2.14 5.41  0.31
40 C 0.63 3.56 4.67  -0.23
41 C -0.47 2.45 7.29  -0.23
42 Si 0.60 0.09 4.83  -0.16
43 Te 0.73 -0.12 2.41  0.38
44 Si -0.55 -1.70 5.79  0.31
45 C -2.42 -1.55 5.52  -0.23
46 C -0.29 -1.85 7.67  -0.23
47 C 0.02 -3.32 5.03  -0.23
48 Si 2.77 0.01 5.70  0.31
49 C 3.52 -1.69 5.38  -0.23
50 C 3.00 0.35 7.56  -0.23
51 C 3.87 1.26 4.81  -0.24
52 H -2.53 3.28 4.89  0.02
53 H -2.80 1.56 5.23  0.01
54 H -2.13 2.04 3.67  0.03
55 H 0.11 4.51 4.78  0.02
56 H 0.80 3.37 3.60  0.01
57 H 1.61 3.64 5.15  0.01
58 H -0.90 3.44 7.49  0.02
59 H 0.52 2.41 7.75  0.00
60 H -1.10 1.71 7.78  0.01
61 H -2.83 -0.71 6.08  0.01
62 H -2.93 -2.46 5.85  0.02
63 H -2.64 -1.40 4.47  0.03
64 H -0.61 -0.95 8.19  0.01
65 H 0.77 -2.01 7.91  0.00
66 H -0.85 -2.70 8.07  0.02
67 H -0.08 -3.27 3.94  0.02
68 H -0.58 -4.16 5.40  0.02
69 H 1.07 -3.52 5.26  0.01
70 H 3.06 -2.45 6.02  0.01
71 H 4.60 -1.69 5.57  0.02
72 H 3.35 -1.98 4.34  0.02
73 H 2.43 -0.35 8.17  0.00
74 H 2.66 1.36 7.82  0.00
75 H 4.05 0.26 7.84  0.02
76 H 3.75 1.11 3.73  0.00
77 H 4.92 1.13 5.09  0.02
78 H 3.57 2.29 5.03  0.01